{
  "formula": "C38H39LaN2OP3",
  "method": "ωB97M-V/def2-TZVPD",
  "elements": ["C", "C", "C", "C", "C", "C", "C", "C", "C", "C", "C", "C", "C", "H", "H", "H", "H", "H", "H", "H", "N", "La", "C", "H", "H", "C", "H", "H", "P", "P", "C", "H", "H", "H", "C", "H", "H", "H", "C", "H", "H", "H", "C", "H", "H", "H", "C", "O", "H", "N", "P", "C", "C", "C", "C", "C", "C", "C", "C", "C", "C", "C", "C", "C", "C", "C", "C", "C", "C", "H", "H", "H", "H", "H", "H", "H", "H", "H", "H", "H", "H", "H", "H", "H"],
  "positions_angstrom": [[5.0459, 1.3270, -1.1540], [3.6951, 1.6567, -1.0601], [2.8852, 1.4906, -2.2134], [3.4556, 1.1229, -3.4296], [4.8008, 0.7645, -3.4944], [5.5966, 0.8640, -2.3529], [2.5509, 0.9720, -4.6451], [1.2941, 1.8245, -4.5260], [0.8209, 2.1487, -3.2538], [-0.4026, 2.8701, -3.1039], [-1.1210, 3.1837, -4.2549], [-0.6766, 2.7888, -5.5196], [0.5303, 2.1063, -5.6559], [5.6779, 1.4398, -0.2700], [5.2043, 0.4150, -4.4480], [6.6497, 0.5869, -2.3981], [3.1069, 1.2908, -5.5335], [-2.0517, 3.7477, -4.1594], [-1.2733, 3.0162, -6.4014], [0.8995, 1.7777, -6.6316], [1.4755, 1.5835, -2.1246], [0.3256, -0.0562, -1.3411], [3.1068, 2.1711, 0.2334], [2.5014, 3.0755, 0.0598], [3.8969, 2.3849, 0.9656], [-0.9330, 3.2486, -1.7339], [-0.1097, 3.5390, -1.0594], [-1.6561, 4.0736, -1.8107], [1.9552, 0.9552, 1.0248], [-1.8407, 1.8544, -0.8704], [-3.3078, 1.6277, -1.9360], [-3.7154, 0.6280, -1.7254], [-4.0626, 2.3878, -1.6934], [-3.0432, 1.6838, -2.9990], [-2.5858, 2.7236, 0.5481], [-3.4647, 3.2970, 0.2221], [-2.8923, 1.9752, 1.2896], [-1.8543, 3.3944, 1.0180], [3.1246, -0.3851, 1.4781], [3.7793, -0.0286, 2.2869], [2.5392, -1.2492, 1.8193], [3.7263, -0.6768, 0.6083], [1.7682, 1.7493, 2.6593], [1.1267, 1.1203, 3.2882], [2.7553, 1.8599, 3.1340], [1.2991, 2.7359, 2.5414], [2.1517, -0.4275, -4.7752], [1.5002, -1.0710, -3.9643], [2.6055, -0.6249, -5.7553], [-0.2239, -0.6565, 0.6539], [-1.0051, -1.5972, 1.6629], [-1.8346, -0.7078, 2.9954], [-1.5194, 0.6430, 3.1939], [-2.0956, 1.3454, 4.2541], [-3.0445, 0.7200, 5.0693], [-3.4208, -0.6040, 4.8227], [-2.8190, -1.3233, 3.7880], [-2.3885, -2.4720, 0.8784], [-2.3195, -3.8423, 0.5948], [-3.3961, -4.4738, -0.0346], [-4.5308, -3.7407, -0.3966], [-4.5856, -2.3641, -0.1451], [-3.5161, -1.7270, 0.4870], [0.0867, -2.8198, 2.4083], [0.1718, -2.9773, 3.8011], [1.0423, -3.9295, 4.3380], [1.8581, -4.6938, 3.4980], [1.8126, -4.5021, 2.1127], [0.9322, -3.5668, 1.5659], [-0.8322, 1.1263, 2.4964], [-1.8006, 2.3812, 4.4334], [-3.4972, 1.2718, 5.8932], [-4.1821, -1.0842, 5.4374], [-3.1173, -2.3547, 3.5871], [-1.4329, -4.4127, 0.8735], [-3.3439, -5.5433, -0.2421], [-5.3714, -4.2385, -0.8813], [-5.4631, -1.7843, -0.4374], [-3.5541, -0.6494, 0.6776], [-0.4462, -2.3626, 4.4563], [1.0823, -4.0707, 5.4194], [2.5366, -5.4359, 3.9218], [2.4571, -5.0833, 1.4510], [0.9003, -3.4128, 0.4830]],
  "charge": 1,
  "gap_ev": 7.303,
  "spin_multiplicity": 1,
  "molar_mass_da": 771.6,
  "relative_energy_kcal_mol": 0.00,
  "energy_ev": -73788.67406
}